Here is an isolated molecule of C14H21NO5P2S in a non-equilibrium geometry from the Open Molecules 2025 dataset. Energies are from the ωB97M-V functional and the def2-TZVPD basis.

Last column: natural (NBO) charge in e.
Atoms and positions in Å:
S -1.07811 1.37993 -1.86272  0.02
P -2.63644 3.07459 0.89596  2.05
P -2.65151 0.90670 0.86174  0.12
O -4.02559 3.52899 1.71769  -1.00
O -2.68396 3.74852 -0.43072  -1.08
O 1.68377 -1.86797 0.97892  -0.54
O -1.37835 3.54701 1.86520  -0.95
O -5.06213 -1.82006 -0.77123  -0.53
N -2.73880 -2.14295 -0.44058  -0.67
C 4.52844 1.68471 -0.95462  -0.21
C 1.95716 -0.47464 1.14266  -0.10
C -0.13355 -1.65540 -0.67509  -0.46
C 4.30463 -1.04916 0.11219  -0.21
C 5.48501 -0.61851 -0.62376  -0.21
C 3.23579 -0.07101 0.31619  -0.04
C 5.60919 0.73466 -1.13397  -0.23
C -2.11560 0.24127 -0.81835  -0.39
C -3.93580 -1.41966 -0.87014  0.68
C -1.63527 -1.27713 -0.93016  -0.05
C -3.56002 -0.01256 -1.53313  -0.54
C -0.59801 -1.58117 1.95821  -0.67
C 0.27469 -2.11443 0.77911  0.11
C 3.32702 1.27864 -0.22126  -0.23
H 0.08968 -2.53122 -1.35250  0.22
H -4.03262 0.55198 1.03236  0.06
H -4.43189 4.25733 1.21240  0.52
H -2.65017 -3.05115 -0.91156  0.40
H 0.17877 -3.23713 0.79886  0.19
H 4.19219 -2.07765 0.51614  0.24
H -3.26889 -0.09269 -2.61066  0.25
H 0.49473 -0.81755 -1.08447  0.24
H 6.33701 -1.31526 -0.77731  0.22
H 6.52042 1.07889 -1.67862  0.22
H 2.49088 1.99079 -0.05833  0.22
H -1.67846 -1.86221 1.90775  0.24
H -0.53401 -0.48230 2.14188  0.22
H 4.61595 2.72119 -1.36074  0.22
H 2.22366 -0.27555 2.21742  0.19
H -1.49087 3.02663 2.68863  0.50
H -0.24718 0.52715 -2.55647  0.14
H -4.17181 0.85388 -1.20272  0.25
H -0.20096 -2.06943 2.89726  0.22
H -1.72414 -1.42569 -2.05459  0.18
H 1.11515 0.20962 0.87312  0.19

Calculated values
structure (SMILES) = C[C@@H](C[C@H]1NC(=O)C[C@@]1(S)PP(=O)(O)O)OCc1ccccc1
frontier orbital gap = 9.16 eV
ΔE to the lowest compared entry with this formula, charge and spin = 54.3 kcal/mol
DFT total energy = -2057.89608 a.u.
2S+1 = 1
strongest force on any atom = 3.2 eV/A